The following is a DFT calculation (wB97M-V/def2-TZVPD) of a cluster of 2 separate species, C2H8NS in total.

## Properties
* Kohn-Sham gap (alpha / beta): 0.0913 / 0.2585 Ha
* relative energy (zero: lowest compared OMol25 entry of this formula, charge and spin): 7.0 kcal per mole
* F_max: 0.90 eV/A
* net charge: -2
* calculated total energy: -14525.6137 eV
* spin multiplicity: 2

Last columns: bonded neighbours and bond lengths (Å).
Geometry (Å):
1 S 1.733 2.748 -0.926  H2 1.342
2 H 2.807 2.283 -0.270  S1 1.342
3 C -0.285 -1.444 -0.569  C4 1.509, H6 1.102, H7 1.096, H8 1.092
4 C -0.592 -0.589 0.636  C3 1.509, N5 1.463, H9 1.097, H10 1.100
5 N -0.819 0.803 0.249  C4 1.463, H11 1.029, H12 1.016
6 H 0.210 -2.360 -0.206  C3 1.102
7 H 0.470 -0.950 -1.191  C3 1.096
8 H -1.177 -1.554 -1.189  C3 1.092
9 H 0.200 -0.659 1.392  C4 1.097
10 H -1.479 -0.946 1.180  C4 1.100
11 H -0.022 1.300 -0.171  N5 1.029
12 H -1.046 1.367 1.064  N5 1.016